Record 1
Below is a molecular structure, C27H19FN3O10PTi at a distorted geometry, with properties calculated with the ωB97M-V functional and the def2-TZVPD basis.

ORCA input file:
```
! RIJCOSX wB97M-V def2-TZVPD def2/J DEFGRID3
* xyz -2 3
Ti -1.541 -0.148 0.211
O -3.611 2.298 -1.683
C -3.126 1.649 -0.749
O -3.146 0.360 -0.676
C -2.457 2.313 0.414
C -2.545 3.659 0.635
C -1.974 4.202 1.808
C -1.344 3.348 2.686
C -1.238 1.980 2.413
N -1.789 1.450 1.253
C -0.519 1.175 3.398
O -0.403 1.533 4.562
O 0.066 0.000 3.063
H -3.057 4.267 -0.099
H -2.018 5.266 2.003
H -0.877 3.707 3.592
O -3.984 -2.644 2.092
C -2.803 -2.405 1.903
O -2.372 -1.309 1.342
C -1.749 -3.413 2.389
P 0.476 -0.673 1.559
C 2.231 -0.373 1.493
C 2.922 -0.790 0.336
C 4.302 -0.812 0.298
C 5.052 -0.412 1.403
C 4.384 0.038 2.537
C 3.001 0.064 2.588
C -0.933 -4.044 1.280
C 0.278 -4.661 1.592
C 1.050 -5.257 0.611
C 0.628 -5.229 -0.713
C -0.572 -4.620 -1.034
C -1.356 -4.043 -0.043
H -2.271 -4.200 2.936
H -1.084 -2.884 3.077
H 2.340 -1.113 -0.522
H 4.815 -1.142 -0.600
H 6.135 -0.449 1.380
H 4.953 0.368 3.401
H 2.492 0.399 3.484
H 0.630 -4.642 2.617
H 1.991 -5.725 0.874
H 1.237 -5.676 -1.491
H -0.901 -4.574 -2.065
H -2.293 -3.576 -0.318
F -0.339 5.281 -2.390
C 0.100 4.153 -2.974
C -0.676 3.053 -2.959
N -0.287 1.904 -3.607
C -1.058 0.690 -3.386
C -0.831 0.134 -1.981
O -1.100 -1.052 -1.708
O -0.423 0.936 -1.097
C 0.946 1.800 -4.216
O 1.329 0.796 -4.791
N 1.703 2.946 -4.176
C 1.387 4.185 -3.598
O 2.169 5.110 -3.690
H -1.648 3.034 -2.476
H -0.792 -0.044 -4.139
H -2.122 0.929 -3.448
H 2.617 2.885 -4.597
*
```

Output
**HOMO (alpha / beta)**: -0.2 / -0.9 eV
**<S²>**: 2.022

Atom charges from the Löwdin analysis, given in e for atoms 1 to 6: 0.82, 0.01, -0.59, -0.10, -0.21, -0.03

=====

Record 2
Below is a molecular structure, C27H20BiBr2F6N5O6S8, with properties calculated with the ωB97M-V functional and the def2-TZVPD basis.

ORCA input file:
```
! RIJCOSX wB97M-V def2-TZVPD def2/J DEFGRID3
* xyz -2 1
Bi -0.550 -1.154 0.285
C -2.616 1.827 0.744
C -3.481 0.872 -0.025
C -4.867 1.154 -0.173
C -5.640 0.309 -0.897
C -5.056 -0.803 -1.555
C -5.806 -1.646 -2.401
C -5.166 -2.657 -3.064
C -3.788 -2.861 -2.898
C -3.012 -2.076 -2.065
S -1.297 -2.385 -1.972
C -3.675 -1.016 -1.367
N -2.941 -0.192 -0.556
H -2.964 1.929 1.774
H -2.667 2.811 0.272
H -1.570 1.532 0.743
H -5.278 2.034 0.305
H -6.706 0.480 -1.005
H -6.868 -1.467 -2.526
H -5.720 -3.304 -3.734
H -3.297 -3.659 -3.441
F 2.154 5.534 -0.916
C 1.440 4.741 -0.105
F 1.933 4.873 1.133
F 0.181 5.195 -0.099
S 1.509 2.973 -0.611
O 0.590 2.334 0.290
O 2.918 2.687 -0.506
N 1.022 3.172 -2.088
S 0.002 2.333 -2.940
O -0.935 1.539 -2.191
O 0.577 1.810 -4.143
C -1.021 3.740 -3.548
F -0.285 4.690 -4.138
F -1.908 3.295 -4.452
F -1.708 4.315 -2.553
Br 4.364 0.685 2.306
C 2.702 0.974 3.180
C 2.673 1.791 4.304
C 1.507 1.997 4.997
Br 1.547 3.102 6.556
C 0.300 1.402 4.569
C -0.952 1.560 5.202
C -2.064 0.970 4.673
C -1.939 0.202 3.502
N -0.788 0.016 2.904
C 0.329 0.592 3.407
C 1.566 0.308 2.670
O 1.571 -0.460 1.686
H 3.587 2.268 4.633
H -1.013 2.142 6.113
H -3.033 1.087 5.140
H -2.796 -0.292 3.055
O -0.584 -6.333 5.003
C -0.625 -5.547 4.083
S -2.046 -4.603 3.652
C -1.357 -3.767 2.270
C -0.074 -4.035 1.978
S 0.905 -3.353 0.697
S 0.734 -5.197 3.022
S -2.428 -2.691 1.399
C 4.407 -2.585 -2.851
N 3.295 -2.045 -2.094
C 3.125 -0.744 -1.744
S 1.595 -0.090 -1.597
N 4.186 0.050 -1.498
C 5.503 -0.397 -1.087
H 4.061 -3.491 -3.343
H 5.255 -2.851 -2.219
H 4.744 -1.885 -3.620
H 2.403 -2.495 -2.234
H 3.887 0.945 -1.120
H 6.055 -0.873 -1.896
H 5.447 -1.084 -0.238
H 6.061 0.484 -0.777
*
```

Output
**HOMO**: -2.1 eV
**Relative energy (zero: lowest compared OMol25 entry of this formula, charge and spin)**: 0.0000 eV

Atom charges from the Löwdin analysis, given in e for atoms 1 to 6: 1.23, -0.04, -0.32, -0.02, -0.02, -0.17

=====

Record 3
Below is a molecular structure, C27H20BrN5O5S2V, with properties calculated with the ωB97M-V functional and the def2-TZVPD basis.

ORCA input file:
```
! RIJCOSX wB97M-V def2-TZVPD def2/J DEFGRID3
* xyz 0 2
V -0.839 0.115 0.292
Br -0.770 3.173 1.553
C -2.490 2.408 1.385
C -3.662 3.058 1.727
C -4.850 2.370 1.526
C -4.829 1.085 0.992
C -3.608 0.524 0.685
N -2.460 1.189 0.885
C -3.431 -0.861 0.078
O -4.400 -1.533 -0.174
O -2.182 -1.190 -0.120
H -3.638 4.057 2.138
H -5.790 2.839 1.785
H -5.728 0.514 0.813
N -0.636 1.268 -1.433
S 0.310 0.874 -2.673
C -0.405 1.688 -4.097
C -1.791 1.712 -4.177
C -2.392 2.272 -5.293
C -1.614 2.788 -6.320
C -0.230 2.744 -6.235
C 0.385 2.191 -5.122
C 1.870 1.717 -2.544
C 1.950 3.078 -2.277
C 3.194 3.662 -2.130
C 4.345 2.889 -2.256
C 4.257 1.532 -2.523
C 3.010 0.936 -2.663
H -0.855 2.264 -1.469
H -2.388 1.297 -3.375
H -3.471 2.300 -5.361
H -2.087 3.223 -7.190
H 0.378 3.145 -7.035
H 1.464 2.161 -5.055
H 1.048 3.672 -2.184
H 3.277 4.719 -1.917
H 5.315 3.352 -2.137
H 5.153 0.933 -2.611
H 2.923 -0.126 -2.857
O 4.123 0.153 7.448
S 4.143 -1.038 8.273
O 3.465 -0.915 9.548
O 5.404 -1.751 8.295
C 3.050 -2.203 7.377
N 2.902 -3.434 7.874
C 2.100 -4.247 7.214
C 1.426 -3.875 6.052
C 1.649 -2.579 5.623
N 2.454 -1.754 6.286
C 1.039 -1.981 4.407
C 0.237 -2.685 3.515
C -0.262 -2.043 2.399
N -0.020 -0.750 2.141
C 0.743 -0.067 3.011
C 1.292 -0.636 4.135
H 1.979 -5.247 7.618
H 0.776 -4.572 5.542
H 0.002 -3.729 3.664
H -0.885 -2.560 1.680
H 0.914 0.978 2.784
H 1.915 -0.070 4.815
*
```

Output
**HOMO (alpha / beta)**: -7.0 / -7.0 eV
**<S²>**: 0.944
**Relative energy (zero: lowest compared OMol25 entry of this formula, charge and spin)**: 0.0000 eV

Atom charges from the Löwdin analysis, given in e for atoms 1 to 6: 0.82, 0.84, -0.69, -0.07, -0.03, 0.03

=====

Record 4
Below is a molecular structure, C27H21BF2N6O3Re, with properties calculated with the ωB97M-V functional and the def2-TZVPD basis.

ORCA input file:
```
! RIJCOSX wB97M-V def2-TZVPD def2/J DEFGRID3
* xyz 0 2
Re 0.972 0.437 -0.691
O 0.963 -0.662 0.959
C 1.176 -1.948 1.172
C 1.132 -2.369 2.516
C 1.304 -3.686 2.869
C 1.532 -4.652 1.886
C 1.582 -4.261 0.569
C 1.406 -2.924 0.177
C 1.467 -2.577 -1.236
N 1.320 -1.369 -1.765
C 1.455 -1.501 -3.135
C 1.690 -2.799 -3.436
N 1.696 -3.469 -2.236
H 0.966 -1.602 3.261
H 1.270 -3.970 3.913
H 1.675 -5.690 2.153
H 1.766 -5.022 -0.180
H 1.387 -0.650 -3.791
H 1.856 -3.296 -4.374
H 1.852 -4.452 -2.116
O -2.122 1.989 -2.490
N -2.868 1.613 -1.486
N -2.514 0.474 -1.112
O -1.474 -0.068 -1.751
C -3.121 -0.256 -0.042
C -2.367 -1.230 0.589
C -2.940 -1.908 1.653
C -4.234 -1.608 2.057
C -4.969 -0.630 1.397
C -4.416 0.060 0.332
H -1.352 -1.436 0.281
H -2.363 -2.664 2.168
H -4.674 -2.140 2.889
H -5.978 -0.403 1.711
H -4.965 0.830 -0.189
C -3.037 3.425 1.766
C -2.337 4.252 0.895
C -1.098 3.871 0.405
C -0.557 2.643 0.777
C -1.251 1.815 1.654
C -2.485 2.210 2.150
N 0.689 2.200 0.262
N 1.641 3.110 0.367
C 2.787 2.627 -0.180
C 3.969 3.393 -0.157
C 5.109 2.890 -0.729
C 5.097 1.618 -1.337
C 3.945 0.866 -1.363
C 2.746 1.336 -0.780
H -4.000 3.733 2.152
H -2.761 5.203 0.596
H -0.534 4.507 -0.263
H -0.794 0.878 1.948
H -3.013 1.568 2.845
H 3.952 4.367 0.316
H 6.024 3.468 -0.714
H 6.006 1.234 -1.784
H 3.960 -0.112 -1.834
F 0.215 1.346 -2.598
B -1.118 0.933 -2.832
F -1.264 0.458 -4.085
*
```

Output
**HOMO (alpha / beta)**: -6.6 / -6.1 eV
**<S²>**: 1.153
**Relative energy (zero: lowest compared OMol25 entry of this formula, charge and spin)**: 0.3477 eV

Atom charges from the Löwdin analysis, given in e for atoms 1 to 6: 1.41, -0.25, -0.33, -0.01, -0.08, -0.10

=====

Record 5
Below is a molecular structure, C27H21Cl3CuN6OS3 at a distorted geometry, with properties calculated with the ωB97M-V functional and the def2-TZVPD basis.

ORCA input file:
```
! RIJCOSX wB97M-V def2-TZVPD def2/J DEFGRID3
* xyz -1 1
Cu -0.174 -3.575 -0.148
S 2.052 -3.753 -0.409
C 2.348 -2.841 1.057
C 3.681 -2.557 1.272
C 4.150 -1.944 2.468
C 5.585 -1.736 2.582
N 6.714 -1.537 2.618
C 3.229 -1.538 3.432
C 1.868 -1.770 3.181
C 1.400 -2.430 2.038
S -0.352 -2.646 1.961
C 3.671 -0.891 4.600
N 4.021 -0.381 5.560
H 4.374 -2.944 0.543
H 1.095 -1.444 3.887
C -5.351 -4.239 -0.056
N -4.438 -3.448 -0.860
C -4.872 -2.200 -1.470
C -3.156 -3.735 -0.797
N -2.042 -3.983 -0.736
H -6.163 -4.578 -0.731
H -5.728 -3.560 0.727
H -4.804 -5.083 0.387
H -5.676 -2.377 -2.195
H -4.061 -1.657 -1.980
H -5.246 -1.549 -0.663
Cl 0.861 2.726 -6.452
C 0.888 2.872 -4.695
C -0.302 2.591 -3.974
C -0.242 2.768 -2.598
C 0.891 3.102 -1.892
C 0.932 2.999 -0.384
C 1.473 1.590 0.060
N 1.099 0.475 -0.794
C 1.691 0.145 -2.017
C 0.974 -0.935 -2.459
N -0.067 -1.261 -1.605
C 0.046 -0.373 -0.650
O -0.251 3.455 0.204
C -1.330 2.558 0.435
C -1.429 2.269 1.910
C -2.253 1.264 2.367
Cl -3.278 0.310 1.361
S -2.298 1.111 4.043
C -1.180 2.424 4.186
C -0.762 2.922 2.990
C 2.013 3.371 -2.679
Cl 3.525 3.790 -1.872
C 2.054 3.294 -4.057
H -1.232 2.340 -4.502
H -1.137 2.562 -2.103
H 1.668 3.736 -0.043
H 1.064 1.412 1.057
H 2.567 1.622 0.144
H 2.630 0.554 -2.363
H 1.181 -1.497 -3.364
H -0.533 -0.416 0.239
H -1.192 1.594 -0.112
H -2.231 3.008 0.003
H -0.851 2.781 5.141
H -0.104 3.755 2.828
H 2.990 3.480 -4.622
*
```

Output
**HOMO**: -3.7 eV
**Relative energy (zero: lowest compared OMol25 entry of this formula, charge and spin)**: 0.0000 eV

Atom charges from the Löwdin analysis, given in e for atoms 1 to 6: -0.19, 0.55, -0.70, -0.11, -0.19, -0.20

=====

Record 6
Below is 2 unconnected molecules or ions with the total composition C27H21ClNO8S3 at a distorted geometry, with properties calculated with the ωB97M-V functional and the def2-TZVPD basis.

ORCA input file:
```
! RIJCOSX wB97M-V def2-TZVPD def2/J DEFGRID3
* xyz -1 1
O -8.220 1.695 1.219
N -7.497 2.720 1.274
O -7.974 3.881 1.213
C -6.084 2.576 1.419
C -5.281 3.723 1.493
C -3.905 3.595 1.649
C -3.307 2.333 1.767
S -1.507 2.234 2.069
C -0.707 1.657 0.642
Cl 0.643 2.506 0.122
O -1.125 3.599 2.349
O -1.367 1.219 3.105
C -4.117 1.186 1.688
C -5.495 1.303 1.518
H -5.743 4.704 1.422
H -3.295 4.488 1.686
H -1.360 1.330 -0.159
H -3.663 0.201 1.761
H -6.140 0.430 1.459
C -2.236 -4.240 0.103
C -1.112 -4.774 -0.537
C -0.184 -3.926 -1.151
C -0.402 -2.545 -1.131
S 0.745 -1.417 -1.907
C 1.861 -0.923 -0.613
C 1.420 -0.565 0.622
C 2.283 -0.512 1.782
C 3.440 -1.333 1.845
C 4.379 -1.163 2.856
C 4.164 -0.213 3.861
C 2.960 0.501 3.894
C 2.017 0.342 2.870
S 3.604 -0.663 -1.110
C 3.482 -0.058 -2.804
C 4.111 -0.775 -3.817
C 4.033 -0.300 -5.127
C 3.348 0.886 -5.396
C 2.752 1.615 -4.364
C 2.827 1.147 -3.048
O 4.147 0.429 -0.336
O 4.269 -1.944 -1.172
O 1.514 -2.168 -2.874
O -0.018 -0.250 -2.305
C -1.540 -2.013 -0.525
C -2.458 -2.860 0.100
H -2.951 -4.904 0.600
H -0.964 -5.855 -0.568
H 0.695 -4.325 -1.656
H 0.368 -0.288 0.729
H 3.568 -2.138 1.123
H 5.287 -1.759 2.831
H 4.933 -0.037 4.617
H 2.766 1.199 4.708
H 1.075 0.894 2.893
H 4.630 -1.700 -3.570
H 4.509 -0.873 -5.923
H 3.272 1.250 -6.425
H 2.226 2.549 -4.566
H 2.382 1.697 -2.217
H -1.711 -0.938 -0.554
H -3.349 -2.431 0.565
*
```

Output
**HOMO**: -3.9 eV

Atom charges from the Löwdin analysis, given in e for atoms 1 to 6: 0.04, -0.32, 0.03, -0.17, 0.01, -0.04